Below is 2 unconnected molecules or ions with the total composition C5H11N2O2 in a non-equilibrium geometry, with properties calculated with ωB97M-V with the def2-TZVPD basis set.

Properties
- LUMO level: -3.562 eV
- Kohn-Sham gap: 9.424 eV
- ΔE to the lowest compared entry with this formula, charge and spin: 3.144 eV
- Charge: +1
- Electronic energy: -12429.0963 eV

Each line ends with the Löwdin charge.
CARTESIAN COORDINATES (ANGSTROEM)
C (-0.7398, -0.2387, 0.1155)  -0.220
C (1.6926, 1.0302, 1.0676)  -0.270
C (-2.3814, -1.9533, 0.3027)  -0.004
C (-2.1330, -0.5787, -1.7836)  -0.049
C (3.7275, 1.9720, 0.8400)  0.032
N (-1.7403, -0.8793, -0.4607)  -0.218
N (0.2306, 0.3800, -0.4453)  0.162
O (1.3688, 0.5458, 2.0522)  0.285
O (2.4318, 1.7232, 0.3305)  0.084
H (-0.7695, -0.1756, 1.2810)  0.175
H (-3.2885, -2.2925, -0.3553)  0.140
H (-1.6555, -2.7529, 0.3838)  0.093
H (-2.6257, -1.6568, 1.2703)  0.067
H (-2.6447, -1.4183, -2.1977)  0.076
H (-2.9231, 0.1980, -1.6976)  0.117
H (-1.3032, -0.2737, -2.5186)  0.123
H (4.3144, 1.0283, 0.7271)  0.140
H (3.6920, 1.9493, 1.9020)  0.097
H (4.1172, 2.8944, 0.4903)  0.112
H (0.6300, 0.4986, -1.3041)  0.059



Below is a molecular structure, C55H50N7OP2S2Tl, with properties calculated with ωB97M-V with the def2-TZVPD basis set.

Properties
- LUMO level (alpha / beta): 3.864 / 3.862 eV
- Kohn-Sham gap (alpha / beta): 4.894 / 5.381 eV
- ΔE to the lowest compared entry with this formula, charge and spin: 1.837 eV
- Charge: -2
- Electronic energy: -115266.5853 eV

Each line ends with the Löwdin charge.
CARTESIAN COORDINATES (ANGSTROEM)
Tl (0.4230, 0.4571, -1.7989)  0.647
C (-3.6194, -1.8435, -0.8998)  -0.091
C (-4.2276, -2.2195, -2.0994)  -0.096
C (-3.4836, -2.2302, -3.2557)  -0.031
C (-2.1288, -1.8483, -3.2203)  -0.332
N (-1.5617, -1.4749, -2.0718)  0.048
C (-2.2901, -1.4837, -0.9529)  -0.182
N (-1.4230, -1.9789, -4.4081)  0.158
C (-0.4517, -1.2363, -4.8072)  -0.334
N (0.0705, -0.0691, -4.3178)  0.063
C (0.9149, 0.4477, -5.2480)  -0.323
N (1.6467, 1.5088, -5.2243)  0.155
C (1.4938, 2.4890, -4.2546)  -0.377
C (2.5618, 3.3800, -4.0506)  -0.031
C (2.3899, 4.4589, -3.2156)  -0.085
C (1.1648, 4.6423, -2.5753)  -0.079
C (0.1997, 3.6745, -2.7694)  -0.178
N (0.3519, 2.6184, -3.5732)  0.042
C (0.9976, -0.4774, -6.4260)  -0.103
C (1.6704, -0.3859, -7.6269)  -0.026
C (1.5007, -1.4265, -8.5395)  -0.106
C (0.6806, -2.5163, -8.2369)  -0.105
C (-0.0007, -2.5817, -7.0229)  -0.025
C (0.1748, -1.5404, -6.1363)  -0.107
H (-4.1555, -1.8268, 0.0402)  0.093
H (-5.2708, -2.5147, -2.1192)  0.091
H (-3.9055, -2.5158, -4.2103)  0.096
H (-1.7667, -1.1673, -0.0498)  0.094
H (3.5005, 3.1787, -4.5495)  0.102
H (3.2078, 5.1478, -3.0420)  0.096
H (0.9837, 5.4772, -1.9126)  0.070
H (-0.7462, 3.7317, -2.2357)  0.089
H (2.3049, 0.4676, -7.8348)  0.104
H (2.0068, -1.3913, -9.4974)  0.086
H (0.5716, -3.3178, -8.9589)  0.086
H (-0.6454, -3.4145, -6.7710)  0.105
C (-4.1397, 2.9946, -2.4847)  -0.004
C (-3.1850, 2.3235, -1.5067)  -0.563
O (-2.5638, 1.3391, -1.8328)  -0.016
N (-3.1958, 2.8366, -0.2717)  0.089
C (-2.2825, 2.4984, 0.8189)  -0.114
C (-1.6609, 3.7888, 1.2852)  -0.332
C (-0.1236, 4.2931, 3.8440)  -0.142
C (0.1833, 5.5360, 3.3765)  -0.153
C (0.4165, 5.9205, 2.0201)  -0.132
C (0.0345, 5.3503, 0.8384)  -0.186
N (-0.7163, 4.2674, 0.5272)  0.096
H (-3.8391, 2.7234, -3.4940)  0.080
H (-4.1440, 4.0827, -2.3828)  0.071
H (-5.1500, 2.6235, -2.3028)  0.075
H (-3.7573, 3.6579, -0.1170)  0.132
H (-1.5524, 1.7816, 0.4437)  0.076
H (-2.8369, 2.0480, 1.6427)  0.107
H (-0.5078, 4.2082, 4.8597)  0.108
H (0.2085, 6.3463, 4.1031)  0.082
H (0.9982, 6.8305, 1.8872)  0.074
H (0.4782, 5.8101, -0.0461)  0.063
C (5.3753, -1.0167, -3.5153)  -0.173
C (4.0337, -1.1006, -2.7989)  -0.852
S (3.6714, 0.1182, -1.6967)  0.487
C (3.1774, -2.1905, -3.1008)  -0.843
C (3.6064, -3.1957, -4.1577)  -0.158
S (1.6714, -2.4634, -2.3986)  0.535
H (5.9276, -0.1557, -3.1486)  0.037
H (5.2449, -0.9087, -4.5979)  0.073
H (5.9804, -1.9139, -3.3485)  0.062
H (4.6729, -3.1678, -4.3842)  0.044
H (3.0625, -3.0054, -5.0893)  0.069
H (3.3406, -4.2025, -3.8351)  0.051
C (-0.5693, -0.9872, 3.6389)  -0.522
P (0.1176, 0.4075, 2.5922)  1.034
C (-0.6121, 1.8867, 3.3948)  -0.438
C (-1.8826, 1.8181, 4.0416)  -0.156
C (-2.8900, 2.7700, 4.0728)  -0.149
C (-3.0307, 4.0277, 3.4005)  -0.147
C (-2.4083, 4.5209, 2.2805)  -0.097
C (0.0464, 3.0700, 3.1174)  -0.164
C (1.8420, 0.3548, 3.2533)  -0.405
C (2.8056, -0.2949, 2.4832)  -0.124
C (4.1212, -0.3967, 2.9185)  -0.086
C (4.4937, 0.1640, 4.1323)  -0.111
C (3.5480, 0.8352, 4.8997)  -0.105
C (2.2334, 0.9346, 4.4595)  -0.101
P (0.3718, -2.5809, 3.4460)  1.050
C (-0.7606, -3.5374, 2.3669)  -0.405
C (-0.2276, -4.0969, 1.2083)  -0.095
C (-1.0114, -4.8807, 0.3677)  -0.076
C (-2.3391, -5.1158, 0.6854)  -0.096
C (-2.8905, -4.5467, 1.8303)  -0.100
C (-2.1074, -3.7602, 2.6581)  -0.125
C (0.0767, -3.3538, 5.0960)  -0.369
C (0.5398, -2.6635, 6.2225)  -0.110
C (0.4367, -3.2103, 7.4924)  -0.100
C (-0.1105, -4.4770, 7.6658)  -0.117
C (-0.5358, -5.1878, 6.5548)  -0.103
C (-0.4368, -4.6341, 5.2823)  -0.100
H (-1.6073, -1.1547, 3.3557)  0.031
H (-0.5407, -0.6891, 4.6884)  0.034
H (-2.1255, 0.8885, 4.5489)  0.068
H (-3.7089, 2.5365, 4.7498)  0.075
H (-3.6978, 4.7267, 3.9047)  0.082
H (-2.4689, 5.5960, 2.1089)  0.107
H (0.8448, 3.0636, 2.3738)  0.120
H (2.5273, -0.7005, 1.5160)  0.090
H (4.8545, -0.8982, 2.2985)  0.101
H (5.5201, 0.0932, 4.4723)  0.089
H (3.8372, 1.2963, 5.8372)  0.090
H (1.5030, 1.4798, 5.0486)  0.101
H (0.8066, -3.8967, 0.9523)  0.095
H (-0.5849, -5.2946, -0.5372)  0.105
H (-2.9517, -5.7279, 0.0358)  0.097
H (-3.9342, -4.7111, 2.0699)  0.096
H (-2.5449, -3.3135, 3.5450)  0.106
H (0.9997, -1.6868, 6.1006)  0.097
H (0.7914, -2.6487, 8.3487)  0.096
H (-0.1921, -4.9077, 8.6566)  0.090
H (-0.9494, -6.1823, 6.6734)  0.094
H (-0.7672, -5.2108, 4.4265)  0.096